(1)
Formula: C2H7N5O
Source: the Open Molecules 2025 dataset
Level of theory: ωB97M-V/def2-TZVPD

Results
E_HOMO (Eh): -0.3194
Molecular weight (g mol⁻¹): 117.112
Frontier orbital gap (eV): 9.1
Energy above the lowest of the compared OMol25 structures with the same formula, charge and spin (kJ/mol): 577.55

Last column: Mulliken charge in e.
Positions of all 15 atoms, in Å:
1 H 0.059 2.587 0.105  0.1672
2 N -0.133 1.551 0.012  -0.6398
3 C 0.860 0.536 0.047  0.2658
4 N 2.233 0.708 -0.031  -0.4241
5 N 0.378 -0.785 -0.446  0.0128
6 O 1.136 -1.933 -0.468  -0.4636
7 C -0.796 -0.946 0.519  0.0400
8 N -1.900 -0.488 0.416  -0.1328
9 N -2.511 0.127 -0.695  -0.5479
10 H 2.802 1.664 0.023  0.2801
11 H 2.462 -0.352 -0.305  0.3112
12 H 1.272 -2.383 0.475  0.3564
13 H -0.561 -1.520 1.600  0.1823
14 H -1.835 0.903 -0.994  0.3087
15 H -3.465 0.331 -0.257  0.2837

Forces on atoms 1 to 6 (eV/Å):
0.923 -2.080 0.077
3.158 -3.444 0.473
-1.410 6.257 -2.848
-0.519 -2.273 0.086
-3.076 1.840 3.034
1.840 -0.910 2.276



(2)
Formula: C2H7N5O
Source: the Open Molecules 2025 dataset
Level of theory: ωB97M-V/def2-TZVPD

Results
E_HOMO (Eh): -0.3272
Molecular weight (g mol⁻¹): 117.112
Frontier orbital gap (eV): 9.6
Energy above the lowest of the compared OMol25 structures with the same formula, charge and spin (kJ/mol): 209.85

Last column: Mulliken charge in e.
Positions of all 15 atoms, in Å:
1 H -3.118 -1.286 0.167  0.1747
2 N -2.989 -0.306 0.011  -0.7410
3 C -1.680 0.024 -0.103  0.4966
4 N -1.418 1.235 -0.584  -0.3953
5 N -0.601 -0.852 0.366  -0.3401
6 O 0.708 -0.810 -0.294  -0.2674
7 C 1.678 -0.022 0.200  0.5859
8 N 2.785 -0.037 -0.672  -0.3954
9 N 1.370 0.829 1.123  -0.7570
10 H 0.553 0.466 1.713  0.3373
11 H -2.219 1.897 -0.562  0.2906
12 H -0.465 1.531 -0.387  0.2651
13 H -0.936 -1.821 0.612  0.2436
14 H 3.598 0.269 -0.106  0.2807
15 H 2.894 -0.673 -1.372  0.2216

Forces on atoms 1 to 6 (eV/Å):
0.024 -0.711 0.331
3.825 1.053 -0.326
-3.802 -2.906 0.755
1.151 1.082 0.137
-0.344 0.979 -0.083
-2.406 -2.945 -1.294